*a*
The following is a DFT calculation (ωB97M-V/def2-TZVPD) of a structure of composition C2Br3ClF2.

```
8
Properties=species:S:1:pos:R:3:mulliken_charge:R:1
Br 2.0075 0.5559 1.0426 0.022
Br -0.6499 2.3788 0.3679 -0.013
F 0.9593 0.8570 -1.3145 -0.135
C 0.4305 0.8120 -0.0867 0.138
Cl -0.7424 -1.1120 1.5548 -0.054
C -0.5721 -0.6830 -0.0726 0.287
Br 0.4885 -2.1245 -0.9031 -0.035
F -1.9215 -0.6841 -0.5884 -0.210
```

Computed properties:
Total charge: 0
LUMO level: -0.38 eV
HOMO: -0.398 hartree
Orbital gap: 0.384 Eh



*b*
The following is a DFT calculation (ωB97M-V/def2-TZVPD) of a structure of composition C2Br3ClF2.

```
8
Properties=species:S:1:pos:R:3:mulliken_charge:R:1
Br 2.0469 0.5603 0.8897 0.052
C -0.4029 -0.5678 0.2774 0.259
C 0.4831 0.5967 -0.1453 0.162
Cl -0.5999 1.9657 0.0429 -0.061
F -0.9769 -0.2650 1.4339 -0.162
F 0.3040 -1.7296 0.4836 -0.181
Br -1.9165 -1.0598 -0.9526 -0.077
Br 1.0621 0.4996 -2.0297 0.008
```

Computed properties:
Total charge: 0
LUMO level: -0.15 eV
HOMO: -0.389 hartree
Orbital gap: 0.383 Eh



Tell me which of them is the most stable. Sure, it is *b*.



*a*
The following is a DFT calculation (ωB97M-V/def2-TZVPD) of the molecule C12H20N4O3.

```
39
Properties=species:S:1:pos:R:3:mulliken_charge:R:1
C 0.8845 0.6283 -1.0811 -0.190
O 1.1174 1.5988 1.1159 -0.379
H 2.3101 -3.7904 0.6669 0.334
C 1.0173 2.5770 -3.5339 -1.162
H 0.5479 3.4257 -2.9995 0.277
H 1.3372 2.4199 1.5864 0.361
H -1.7494 1.6321 -0.5006 0.171
O 2.6460 -1.2974 -0.0844 -0.699
C -1.3372 1.9029 -1.5029 -1.230
H -0.7388 1.4005 -4.0726 0.403
H 1.9725 2.5216 -3.0057 0.275
N -3.1889 -1.2835 2.8932 -0.059
H -3.6225 -0.0224 1.2718 0.421
C 0.3954 -1.7782 2.5894 -0.865
H -0.8250 2.8996 -1.4079 0.283
C -1.0601 -1.4586 2.5168 0.161
N -1.5682 -0.6445 1.5229 -0.228
C -0.2948 0.9312 -2.0657 0.184
N 2.0393 -3.3634 1.5771 -0.740
H 0.2093 -3.0311 0.7658 0.450
C 0.1851 1.3480 -3.4699 -0.708
H -2.0349 -2.4918 4.2591 0.409
C -2.8486 -0.5737 1.8133 -0.507
H -2.2476 2.0451 -2.1370 0.404
C 1.2606 1.8432 -0.2157 0.243
H -0.2663 -0.3482 0.2140 0.594
N 0.5137 -0.5394 -0.2809 -0.116
H 0.8089 0.5115 -3.8475 0.328
C 0.9515 -2.4457 1.3251 -0.124
H 0.5587 -2.4525 3.4331 0.362
C -2.0221 -1.8474 3.3791 -0.682
H 2.8578 -2.8233 1.8213 0.316
H 0.9643 -0.8318 2.7829 0.218
H -4.1303 -1.3650 3.2306 0.186
H 1.1146 2.9098 -4.5701 0.380
H -0.7757 -0.0340 -2.1757 0.321
C 1.4712 -1.3854 0.2867 0.498
H 1.8318 0.3278 -1.5417 0.700
O 1.7154 2.8848 -0.5589 -0.592
```

Computed properties:
Total charge: 0
LUMO level: 0.50 eV
HOMO: -0.335 hartree
Orbital gap: 0.353 Eh



*b*
The following is a DFT calculation (ωB97M-V/def2-TZVPD) of a structure of composition C12H20N4O3.

```
39
Properties=species:S:1:pos:R:3:mulliken_charge:R:1
H 1.1200 -2.3362 0.5818 0.196
C 4.2016 1.5640 -1.0495 -1.151
H 4.6034 0.7175 -1.6842 0.257
C 3.6387 2.1534 1.4285 -1.742
N -2.5228 -2.2902 0.8543 -0.753
C -0.3941 -1.3184 0.0767 0.599
H 5.1195 2.1197 -0.6461 0.391
H 3.1335 3.0376 1.3645 0.493
N -3.8912 0.4268 -1.3712 -0.592
H 3.4842 2.2986 -1.7057 0.217
H 1.5281 1.4474 -0.2137 0.542
C -4.8999 0.4739 0.7563 -0.749
C -3.7504 0.2748 0.0276 0.636
C 2.7511 -1.8239 -0.6618 0.345
C 1.8587 -0.5432 -0.8812 -0.071
C -5.1928 0.5612 -1.3822 -0.350
H 0.0349 -0.6567 -1.8043 0.309
H -5.1969 0.2815 1.8282 0.301
C 2.0594 0.5746 0.1039 -1.169
H -2.1612 -1.4319 -0.9998 0.705
H 3.0901 1.7574 2.2469 0.457
H -1.9306 -2.2922 1.7341 0.355
O -0.0692 -1.5518 1.2759 -0.700
C 3.5413 1.0989 0.2602 0.729
H 2.0051 -0.0681 -1.8483 0.403
H 4.6906 2.4188 1.7411 0.350
H -6.8887 0.6514 -0.0606 0.255
H -5.7756 0.5540 -2.2521 0.475
N 0.4168 -0.9312 -0.9728 -0.252
C -2.3816 0.0896 0.4388 -0.447
H -2.2525 -3.1734 0.4567 0.332
H 4.0416 0.1881 0.7071 0.248
H -2.2981 0.0493 1.5857 0.174
N -5.8506 0.5305 -0.2225 -0.062
H 1.7939 0.2267 1.0680 0.419
O 3.8417 -2.0303 -1.2005 -0.575
C -1.9479 -1.3049 -0.0111 -0.270
H -1.7079 0.8802 0.1133 0.257
O 2.1576 -2.6234 0.3180 -0.563
```

Computed properties:
Total charge: 0
LUMO level: 0.58 eV
HOMO: -0.326 hartree
Orbital gap: 0.348 Eh



*c*
The following is a DFT calculation (ωB97M-V/def2-TZVPD) of the molecule C12H20N4O3.

```
39
Properties=species:S:1:pos:R:3:mulliken_charge:R:1
N 1.5815 2.9867 2.8655 -0.154
O -1.9826 -0.5486 1.4870 -0.436
H 3.9034 -0.0438 1.4948 0.397
C -2.6462 0.2151 -3.4315 -1.679
H -1.9009 1.1203 -0.7283 0.427
H -4.0026 -1.8301 -2.1475 0.372
C 1.7805 -1.4018 -0.3940 0.026
H 0.0553 0.5814 0.2093 -0.491
H -3.6641 0.0712 -3.6981 0.401
H -1.4971 -1.3948 -2.5500 0.352
N 1.2936 2.1604 0.8312 -0.455
C 2.4764 1.9242 2.7480 -0.226
O 2.3978 -2.3348 -0.8901 -0.714
H -4.0083 -0.1255 -1.3289 0.321
H -2.5975 -1.0898 1.9683 0.435
N 2.8902 -2.0664 1.7552 -0.846
C -1.2684 -1.1669 0.6168 0.075
H 1.3165 -0.6094 1.6568 0.614
H -2.0375 0.2285 -4.3727 0.360
H 1.6682 3.7037 3.6360 0.262
H -3.3148 -1.3872 -0.4899 0.307
C -0.4260 -0.2569 -0.3408 1.491
H 2.2218 -2.4289 2.4117 0.263
C 2.9393 0.2327 0.9823 -1.098
C 2.0910 -0.9405 1.0252 0.549
N 0.6146 -0.9603 -1.0013 0.238
H 2.9467 1.5408 3.6969 0.376
O -1.3075 -2.3726 0.4990 -0.620
C 2.3084 1.4911 1.5488 0.063
H 3.2850 0.6230 0.0504 0.358
H 3.0656 -2.8149 1.1315 0.311
H 0.6287 4.2185 1.2582 0.406
H -2.6031 1.2135 -3.1614 0.465
H -0.6561 0.9381 -1.8894 0.629
C -3.4038 -1.1075 -1.5472 -1.373
C 1.0389 3.2857 1.6407 -0.445
C -1.3460 0.3823 -1.3475 -2.166
C -2.1393 -0.5935 -2.2367 0.931
H 0.2984 -1.4430 -1.9582 0.274
```

Computed properties:
Total charge: 0
LUMO level: 0.53 eV
HOMO: -0.337 hartree
Orbital gap: 0.356 Eh



*d*
The following is a DFT calculation (ωB97M-V/def2-TZVPD) of the molecule C12H20N4O3.

```
39
Properties=species:S:1:pos:R:3:mulliken_charge:R:1
H 0.1090 -3.0499 -1.6788 0.314
C -0.0225 -2.3441 2.7264 -0.101
C -0.9818 2.1500 -1.2375 0.674
C -0.0487 3.1893 -1.1991 -0.614
H 2.3881 -2.1647 -1.2466 0.247
H 1.2780 3.8908 -2.6564 0.280
H -1.4277 -0.2304 -0.0607 -0.478
O -0.6700 -3.3526 2.8633 -0.559
N 0.6760 3.0852 -2.3603 0.000
N -0.8227 1.4592 -2.3628 -0.491
C 1.8367 -0.0859 -1.0474 -1.304
H 2.7295 0.1417 -0.4417 0.347
N 0.5148 -0.1841 1.6901 -0.102
C -1.9842 1.8690 -0.1719 -1.389
C -0.3817 0.8119 1.4943 -0.314
H 1.1340 0.5896 -0.6105 0.058
H -2.9071 1.7491 -0.6089 0.635
H -2.0428 2.7567 0.4339 0.253
O -0.1744 1.9077 1.9594 -0.669
C 0.3151 -1.9522 -1.7111 -1.703
C 0.2328 -1.5493 1.4372 0.963
H -2.5868 -0.5944 1.9778 0.234
H 1.9657 0.3227 -2.0411 0.467
H -3.6702 0.2499 0.9602 0.282
H -0.6162 -1.4800 -1.4392 0.273
O 0.6293 -1.7379 3.7929 -0.489
C 1.4460 -2.0376 0.6288 -1.645
N -2.7704 0.2527 1.4876 -0.768
H 0.4648 -2.2695 4.5840 0.373
H -0.6814 -1.7755 0.8628 0.472
H 0.6626 1.6782 -3.8823 0.470
H 1.0198 -0.0631 2.5399 0.300
C 0.1631 2.0277 -2.9759 -0.642
H 1.4090 -3.1249 0.6913 0.522
H 0.0313 4.0703 -0.5256 0.402
C 1.5428 -1.5686 -0.8894 1.076
H 0.5091 -1.5628 -2.6704 0.531
H 2.3759 -1.6669 1.0777 0.362
C -1.6448 0.5929 0.6100 1.732
```

Computed properties:
Total charge: 0
LUMO level: 0.63 eV
HOMO: -0.312 hartree
Orbital gap: 0.335 Eh



Tell me which of them is the most stable. Sure, it is *a*.



*a*
The following is a DFT calculation (ωB97M-V/def2-TZVPD) of the molecule C17H27N3O4S.

```
52
Properties=species:S:1:pos:R:3:mulliken_charge:R:1
H 3.2743 3.3664 -0.7812 0.311
C -1.1736 -1.0808 -0.0681 0.699
H 6.0676 4.0525 0.2825 0.313
H 4.0607 -1.8578 1.9157 0.487
H -3.7840 -0.3798 -1.7818 0.447
N -2.5088 -0.9381 -0.2246 0.305
C 4.7414 1.1015 0.3851 0.726
O 3.2356 -3.8993 0.6061 -0.692
H 3.4520 -0.7624 -2.1351 0.411
H -2.6502 1.6001 0.2484 0.408
H -5.8225 0.5081 1.6038 0.381
H -5.9025 0.7015 -1.5443 0.332
C -0.7037 -2.1645 0.8927 -0.845
H 3.6420 4.4217 0.5821 0.302
H 4.3691 1.4802 -1.7098 0.365
H -3.1245 -1.9180 1.4985 0.443
C 4.3067 0.7726 -0.8989 -0.139
C 4.6510 0.1461 1.4049 -0.698
C 0.8214 -2.2476 0.8949 -0.580
H -1.1184 -3.1251 0.5842 0.333
H -5.4558 -1.7584 1.2478 0.408
C 5.3547 3.3573 -0.1697 -0.430
O 5.2806 2.2873 0.7548 -0.450
H 1.2340 -1.2665 1.1738 0.257
H -3.5613 -2.7362 -0.0105 0.265
H -2.1249 0.2475 -1.8515 0.536
C -3.4805 -1.7546 0.4782 -0.683
C 4.1310 -1.1042 1.1474 -0.149
C -5.8024 1.5087 -0.8042 -0.987
H 1.0327 -2.0264 -1.1253 0.349
N 1.3028 -2.6763 -0.3983 -0.389
H 4.9995 0.4175 2.3887 0.445
O 3.2281 -3.3871 -1.8109 -0.720
C 4.0115 4.0521 -0.3711 -0.985
H -1.0459 -1.9394 1.9048 0.449
C -4.8713 0.3149 1.1002 -0.904
O -0.3779 -0.3869 -0.6832 -0.755
C -4.8744 -1.1324 0.5682 -0.729
H 4.1322 4.8905 -1.0516 0.348
H -5.3772 -1.1622 -0.3982 0.413
H -3.3884 2.1572 -1.2591 0.312
C -2.9695 0.0414 -1.1904 -1.061
H 5.7678 3.0145 -1.1257 0.340
N -4.6971 1.3565 0.1145 0.073
H -4.0725 0.4243 1.8398 0.370
C 3.7015 -1.4123 -0.1306 -0.260
H 1.1666 -2.9949 1.6116 0.534
H -5.6762 2.4464 -1.3449 0.351
H -6.7279 1.5639 -0.2328 0.324
C 3.7860 -0.4853 -1.1476 -0.941
S 2.9378 -2.9928 -0.4644 1.245
C -3.3972 1.3587 -0.5147 -0.887
```

Computed properties:
Total charge: 0
LUMO level: 0.60 eV
HOMO: -0.314 hartree
Orbital gap: 0.336 Eh



*b*
The following is a DFT calculation (ωB97M-V/def2-TZVPD) of the molecule C17H27N3O4S.

```
52
Properties=species:S:1:pos:R:3:mulliken_charge:R:1
S 4.8476 0.3374 0.0386 1.425
H -0.6680 4.3401 0.7868 0.379
C 0.9961 2.6466 -0.6218 0.597
C -2.0151 0.0354 1.2447 -0.945
H -1.9720 3.9595 -0.3572 0.372
C 4.2751 -2.9828 -0.3831 -1.516
H 0.9599 2.8266 1.5298 0.471
H -4.0781 1.2359 -0.9348 0.306
O -0.1841 3.2535 -0.9188 -0.496
C 1.4936 2.4628 0.6674 -0.395
H -1.7660 1.8478 -1.5633 0.581
C 1.7224 2.1802 -1.7215 -0.697
C -3.3592 0.4392 -1.2047 -0.997
N -1.7323 1.2028 0.4336 0.236
H 3.4853 1.1243 -2.3604 0.515
O 5.3473 -0.1337 -1.2256 -0.682
H -3.9905 -3.3713 -0.6077 0.333
H 1.7056 -1.6194 1.5100 0.296
H 3.6778 -3.6687 -0.9782 0.399
N 4.1720 -0.8980 0.9379 -0.300
C 2.9120 1.5083 -1.5316 -0.112
H -5.7008 -0.8490 -0.3189 0.303
H -1.8938 0.3137 2.2920 0.484
H 3.0935 1.6257 1.8312 0.414
H 2.7345 -2.9927 1.9235 0.325
H -4.9453 -2.9229 0.8088 0.329
H -4.1582 0.3004 1.3080 0.305
C -1.9341 0.9501 -0.9736 -0.587
H -3.5982 -1.3724 1.5597 0.437
O -1.4796 2.5201 2.2403 -0.684
O 5.7520 1.0201 0.9146 -0.754
H 5.0397 -2.5385 -1.0152 0.382
C -4.8488 -1.4061 -0.7469 -0.449
H 4.7560 -3.5422 0.4175 0.349
H -1.2987 -0.7499 0.9818 0.265
N -3.5811 -0.7676 -0.4329 0.059
C -1.4604 2.3755 1.0305 0.818
C 2.6890 1.7890 0.8457 -0.875
C 2.2969 -2.4338 1.0999 -1.444
H 2.9401 -1.3136 -0.6234 0.176
H -1.2245 0.1777 -1.2918 0.149
H 4.8318 -1.2977 1.5878 0.327
C -1.0776 3.5614 0.1321 -0.772
C 3.3807 1.3079 -0.2466 -0.168
H 1.3251 2.3499 -2.7096 0.483
H -5.7566 -3.3530 -0.6921 0.418
H 1.6477 -3.0961 0.5337 0.411
H -3.4828 0.2089 -2.2652 0.449
C -3.4317 -0.4653 0.9794 -0.734
H -4.9554 -1.3941 -1.8346 0.418
C 3.3973 -1.8773 0.1979 0.687
C -4.8860 -2.8548 -0.2739 -1.291
```

Computed properties:
Total charge: 0
LUMO level: 0.59 eV
HOMO: -0.333 hartree
Orbital gap: 0.355 Eh



Tell me which of them is the most stable. Sure, it is *b*.



*a*
The following is a DFT calculation (ωB97M-V/def2-TZVPD) of a cluster of 3 separate species, C3H9NO2S2 in total.

```
17
Properties=species:S:1:pos:R:3:mulliken_charge:R:1
H -0.3635 0.7584 -2.3247 0.436
C 1.1355 0.3383 -0.5721 0.257
H -0.3276 1.9963 -0.1181 0.227
S -2.9510 -0.1376 1.4337 -0.095
H 2.5610 0.2217 2.8926 0.277
C -0.1985 0.9241 -0.1230 -0.720
H 1.7257 -0.0850 1.5518 0.397
S -2.8396 0.2773 -0.5032 -0.023
N -0.2647 -1.2510 -1.7032 -0.446
H -2.4273 -1.3780 1.3994 0.220
C -0.0282 0.1212 -1.5222 -0.312
H -1.2162 -1.4599 -1.4643 0.261
O 1.5619 -0.6945 0.0779 -0.847
O 1.8614 0.5321 2.3175 -0.709
H 0.5033 -1.7041 -1.2213 0.295
H 1.8942 1.0571 -0.8807 0.335
H -0.6264 0.4835 0.7599 0.448
```

Computed properties:
Total charge: 0
LUMO level: -3.34 eV
HOMO: -0.314 hartree
Orbital gap: 0.191 Eh



*b*
The following is a DFT calculation (ωB97M-V/def2-TZVPD) of a cluster of 2 separate species, C3H9NO2S2 in total.

```
17
Properties=species:S:1:pos:R:3:mulliken_charge:R:1
H -1.4026 0.3264 -0.6905 0.319
S -0.6277 -2.4941 -0.3861 -0.092
O -2.4346 0.8897 2.1780 -0.484
H 3.0881 1.5974 -1.4065 0.264
H 0.7073 1.0771 -0.5847 0.293
S 0.9770 -2.0842 -1.5517 -0.226
O 2.6820 0.7602 -1.1952 -0.551
C -0.9803 0.2821 0.3238 0.272
H 3.4002 0.1659 -1.0199 0.290
H -0.3882 -1.4605 1.6911 0.436
C -1.8396 1.2308 1.1895 -0.268
H -1.8698 2.2755 0.8939 0.392
H 1.0005 0.5387 0.9080 0.235
H 0.3232 -1.5959 -2.6415 0.159
H -1.9825 -1.3967 1.1275 0.329
N 0.2995 1.0162 0.3421 -0.607
C -0.9523 -1.1287 0.8220 -0.761
```

Computed properties:
Total charge: 0
LUMO level: 0.28 eV
HOMO: -0.328 hartree
Orbital gap: 0.339 Eh



Tell me which of them is the most stable. Sure, it is *b*.